1.
This record from the Open Molecules 2025 dataset describes 6 unconnected molecules or ions with the total composition C27H45NO15 in a non-equilibrium geometry. The level of theory is ωB97M-V/def2-TZVPD.

Structure (XYZ):
```
88
Properties=species:S:1:pos:R:3
O -3.059 2.175 1.979
C -3.725 2.745 2.809
C -5.187 2.699 2.850
C -5.908 3.136 3.908
O -7.237 2.922 3.918
C -5.332 3.865 5.067
O -5.956 4.289 6.015
C -3.884 4.033 4.949
C -3.150 3.525 3.964
O -1.851 3.801 3.831
H -5.710 2.185 2.055
H -7.520 2.893 4.846
H -3.407 4.728 5.629
H -1.491 3.500 2.970
O -1.495 2.095 -3.501
C -2.090 2.771 -2.681
C -3.482 3.086 -2.781
C -4.171 3.688 -1.798
O -5.377 4.225 -2.075
C -3.557 4.083 -0.470
O -4.180 4.668 0.383
C -2.115 3.796 -0.398
C -1.447 3.196 -1.396
O -0.171 2.805 -1.215
H -4.012 2.924 -3.711
H -5.756 4.640 -1.286
H -1.494 4.029 0.458
H 0.297 2.775 -2.061
C 2.334 0.679 0.658
N 1.148 1.157 1.367
C 0.253 0.170 1.944
C 0.798 2.441 1.351
O -0.114 2.974 1.960
H 2.127 0.083 -0.235
H 2.867 -0.045 1.270
H 2.969 1.522 0.399
H 0.725 -0.299 2.813
H -0.639 0.640 2.351
H 0.075 -0.562 1.155
H 1.494 2.956 0.668
C 3.676 -1.150 -2.276
O 2.770 -1.996 -1.545
C 1.710 -2.518 -2.355
C 0.835 -3.483 -1.603
O 1.042 -4.804 -2.049
C 0.206 -5.785 -1.486
H 4.557 -1.653 -2.679
H 4.109 -0.464 -1.545
H 3.080 -0.646 -3.036
H 2.031 -2.943 -3.309
H 1.133 -1.614 -2.589
H -0.226 -3.226 -1.692
H 1.065 -3.440 -0.528
H -0.746 -5.392 -1.111
H 0.643 -6.281 -0.613
H 0.010 -6.464 -2.314
C 5.111 -3.855 -0.652
O 5.334 -3.749 0.746
C 4.248 -3.137 1.408
C 4.808 -2.715 2.786
O 5.855 -1.776 2.685
C 5.490 -0.473 2.286
H 4.442 -4.696 -0.853
H 6.017 -4.098 -1.212
H 4.766 -2.895 -1.020
H 3.301 -3.675 1.489
H 4.034 -2.151 0.976
H 5.231 -3.584 3.289
H 3.993 -2.288 3.384
H 5.569 -0.289 1.209
H 6.138 0.224 2.814
H 4.440 -0.267 2.515
C -1.186 -1.738 -0.070
O -0.365 -1.721 -1.213
C -0.442 -0.493 -1.898
C 0.012 -0.573 -3.350
O -0.699 -1.514 -4.153
C -1.936 -1.028 -4.625
H -2.199 -1.997 -0.408
H -1.299 -0.783 0.452
H -0.963 -2.510 0.665
H 0.084 0.283 -1.329
H -1.482 -0.132 -1.891
H 0.967 -1.107 -3.300
H 0.133 0.424 -3.763
H -2.405 -1.914 -5.057
H -1.808 -0.173 -5.293
H -2.655 -0.732 -3.849
```

Calculated values
Charge: 0
Kohn-Sham gap: 0.25442 Eh
Energy: -60921.115 eV
Highest occupied orbital energy: -8.8 eV

2.
This record from the Open Molecules 2025 dataset describes a molecular structure, C27H46AsIrN2O2S2Se2Si2 in a non-equilibrium geometry. The level of theory is ωB97M-V/def2-TZVPD.

Structure (XYZ):
```
85
Properties=species:S:1:pos:R:3
Ir 0.325 0.322 0.088
C 2.167 -0.194 2.687
N 1.103 0.771 2.325
C 1.650 2.137 2.179
C 0.633 3.032 1.501
N 0.402 2.641 0.098
C -0.936 3.114 -0.348
C 1.449 3.136 -0.796
C 1.379 4.425 -1.314
C 2.317 4.887 -2.223
C 3.344 4.044 -2.627
C 3.430 2.768 -2.096
C 2.496 2.303 -1.163
S 2.694 0.709 -0.483
C 0.056 0.773 3.334
C 0.379 0.974 4.675
C -0.600 0.990 5.652
C -1.929 0.806 5.278
C -2.254 0.615 3.948
C -1.264 0.601 2.949
S -1.771 0.393 1.302
H 2.724 0.128 3.573
H 2.860 -0.285 1.860
H 1.715 -1.164 2.883
H 2.554 2.069 1.584
H 1.903 2.570 3.152
H 0.969 4.070 1.563
H -0.324 2.952 2.019
H -1.093 4.171 -0.108
H -1.714 2.536 0.136
H -1.025 2.968 -1.419
H 0.579 5.086 -1.003
H 2.232 5.891 -2.621
H 4.076 4.383 -3.351
H 4.216 2.092 -2.410
H 1.414 1.125 4.961
H -0.332 1.146 6.689
H -2.711 0.818 6.028
H -3.286 0.475 3.644
O -3.026 -1.116 -2.697
C -3.290 -0.237 -3.756
C -2.526 1.113 -3.787
C -2.759 1.625 -5.216
O -2.228 2.927 -5.463
C -3.166 2.134 -2.819
Se -3.951 1.477 -1.120
C -0.985 1.025 -3.622
Se 0.035 -0.109 -2.365
H -3.327 -0.645 -1.889
H -4.357 0.022 -3.762
H -3.066 -0.789 -4.678
H -3.838 1.606 -5.414
H -2.273 0.968 -5.942
H -2.572 3.510 -4.778
H -4.001 2.627 -3.328
H -2.435 2.901 -2.554
H -0.594 2.029 -3.481
H -0.565 0.636 -4.553
C 1.120 -4.595 -1.938
Si 1.934 -3.446 -0.706
C 2.855 -4.461 0.582
C 3.179 -2.421 -1.637
As 0.354 -2.061 0.324
Si -0.656 -3.393 1.968
C 0.424 -3.633 3.491
C -2.288 -2.717 2.556
C -0.984 -5.093 1.244
H 1.870 -5.216 -2.439
H 0.599 -4.000 -2.694
H 0.384 -5.254 -1.464
H 3.681 -5.010 0.120
H 2.197 -5.184 1.076
H 3.270 -3.804 1.354
H 3.814 -3.051 -2.269
H 3.815 -1.847 -0.960
H 2.658 -1.697 -2.274
H 0.344 -2.767 4.157
H 1.479 -3.762 3.228
H 0.101 -4.520 4.045
H -2.137 -1.858 3.210
H -2.844 -3.484 3.108
H -2.896 -2.379 1.713
H -0.059 -5.589 0.931
H -1.634 -5.015 0.367
H -1.478 -5.727 1.985
```

Calculated values
Charge: -1
Kohn-Sham gap (alpha / beta): 0.19221 / 0.14107 Eh
Energy: -267620.726 eV
<S²>: 0.76
2S+1: 2
Highest occupied orbital energy (alpha / beta): -3.0 / -3.0 eV
Energy relative to the best compared isomer or geometry (same formula, charge and spin): 21.3 kcal per mole

3.
This record from the Open Molecules 2025 dataset describes a molecular structure, C27H46BN6RhSbSe4 in a non-equilibrium geometry. The level of theory is ωB97M-V/def2-TZVPD.

Structure (XYZ):
```
86
Properties=species:S:1:pos:R:3
Rh -0.277 -0.959 1.887
C 1.878 -0.099 4.005
C 2.712 0.950 3.285
C 2.632 2.292 4.023
C 2.329 1.147 1.842
C 2.949 2.032 0.954
C 2.279 1.911 -0.249
C 2.698 2.746 -1.442
C 1.746 2.901 -2.624
C 4.060 2.251 -1.953
N 1.313 0.978 -0.073
N 1.350 0.518 1.202
B 0.224 0.460 -1.053
N -1.172 0.900 -0.538
N -1.641 0.530 0.680
C -2.825 1.127 0.845
C -3.131 1.866 -0.308
C -2.058 1.706 -1.156
C -1.904 2.326 -2.516
C -1.925 3.854 -2.406
C -3.013 1.831 -3.450
C -3.726 1.078 2.051
C -3.141 0.365 3.257
C -5.062 0.435 1.658
N 0.266 -1.086 -1.202
N 0.208 -1.855 -0.091
C 0.267 -3.134 -0.463
C 0.305 -3.187 -1.857
C 0.313 -1.874 -2.298
C 0.392 -1.565 -3.779
C 1.789 -1.941 -4.300
C 0.033 -0.166 -4.266
C 0.316 -4.276 0.507
C 0.105 -5.612 -0.200
C 1.644 -4.277 1.272
H 2.186 -0.208 5.043
H 0.823 0.195 4.005
H 1.981 -1.076 3.530
H 3.756 0.621 3.297
H 1.608 2.671 4.001
H 2.932 2.170 5.065
H 3.278 3.040 3.560
H 3.774 2.694 1.163
H 2.847 3.748 -1.028
H 1.698 1.985 -3.211
H 0.742 3.175 -2.303
H 2.125 3.689 -3.278
H 3.968 1.237 -2.347
H 4.422 2.901 -2.754
H 4.804 2.241 -1.158
H 0.415 0.932 -2.113
H -4.017 2.456 -0.482
H -0.945 2.031 -2.940
H -2.881 4.197 -2.008
H -1.137 4.204 -1.737
H -1.773 4.310 -3.387
H -3.992 2.129 -3.073
H -2.883 2.247 -4.452
H -2.997 0.743 -3.525
H -3.923 2.118 2.331
H -3.112 -0.706 3.071
H -2.130 0.714 3.473
H -3.748 0.534 4.146
H -4.892 -0.589 1.318
H -5.737 0.406 2.515
H -5.547 0.986 0.851
H 0.335 -4.069 -2.475
H -0.327 -2.253 -4.234
H 2.545 -1.302 -3.838
H 2.034 -2.976 -4.067
H 1.838 -1.810 -5.384
H 0.812 0.550 -4.010
H -0.054 -0.180 -5.354
H -0.916 0.173 -3.853
H -0.498 -4.141 1.224
H 0.928 -5.819 -0.888
H 0.060 -6.416 0.534
H -0.828 -5.611 -0.765
H 2.462 -4.588 0.615
H 1.871 -3.283 1.651
H 1.595 -4.957 2.123
Se -2.870 -1.121 6.776
Sb -1.067 -2.657 6.042
Se -0.817 -2.532 3.444
Se -1.753 -4.962 6.559
Se 1.070 -2.012 7.079
```

Calculated values
Charge: -1
Kohn-Sham gap (alpha / beta): 0.24390 / 0.18134 Eh
Energy: -309298.715 eV
<S²>: 6.02
2S+1: 5
Highest occupied orbital energy (alpha / beta): -4.5 / -4.5 eV